Entry from OMol25: a molecular structure, C34H50AsCl2FN4SScSi3 (wB97M-V/def2-TZVPD).

Calculated values
E ... -6828.0988 hartree
HOMO ... -0.3058 Eh
Spin multiplicity ... 1
Energy above the lowest of the compared OMol25 structures with the same formula, charge and spin ... 230.63 kJ/mol
Net charge ... +1
Orbital gap ... 5.492 eV
F_max ... 0.50 eV/Å

The geometry in XYZ format:
```
97
C34H50AsCl2FN4SScSi3, DFT wB97M-V/def2-TZVPD
Sc -0.41 -1.06 0.80
C -1.98 -2.18 3.42
C -2.98 -1.04 3.42
C -3.43 -0.55 2.07
C -4.78 -0.47 1.80
C -5.22 0.02 0.57
C -4.28 0.39 -0.36
C -2.94 0.24 -0.03
N -2.50 -0.17 1.16
N -0.58 -1.80 3.09
C 0.27 -3.02 3.22
C 0.75 -3.63 1.93
C 0.72 -5.00 1.73
C 1.28 -5.52 0.57
C 1.86 -4.65 -0.35
C 1.80 -3.30 -0.09
N 1.25 -2.78 1.02
C -0.10 -0.76 4.02
C 1.28 -0.37 3.60
C 2.35 -0.27 4.47
C 3.62 -0.06 3.95
C 3.77 0.03 2.57
C 2.63 -0.04 1.79
N 1.41 -0.22 2.28
H -1.98 -2.63 4.42
H -2.28 -2.94 2.70
H -3.86 -1.38 3.96
H -2.61 -0.19 4.00
H -5.49 -0.78 2.55
H -6.27 0.09 0.35
H -4.55 0.72 -1.36
H -2.18 0.47 -0.77
H 1.16 -2.76 3.79
H -0.26 -3.77 3.81
H 0.28 -5.65 2.47
H 1.27 -6.58 0.38
H 2.31 -5.01 -1.26
H 2.20 -2.59 -0.80
H -0.74 0.12 3.94
H -0.12 -1.11 5.06
H 2.20 -0.40 5.53
H 4.48 0.01 4.60
H 4.73 0.17 2.11
H 2.69 0.04 0.71
Cl -0.07 -1.53 -1.97
C -0.80 -2.38 -3.37
C 0.12 -2.90 -4.25
C -0.35 -3.55 -5.39
C -1.72 -3.64 -5.58
C -2.60 -3.09 -4.67
Cl -4.30 -3.25 -5.01
C -2.20 -2.41 -3.49
S -3.28 -1.70 -2.37
H 1.18 -2.79 -4.06
H 0.34 -3.97 -6.10
H -2.12 -4.14 -6.45
C 0.61 4.90 0.37
Si 0.73 3.20 1.14
C -0.72 2.90 2.31
C 2.30 3.16 2.16
As 0.58 1.48 -0.52
Si 2.58 1.59 -1.91
C 4.16 1.21 -0.96
C 2.84 3.28 -2.65
C 2.44 0.35 -3.29
Si -1.03 2.57 -2.00
C -0.35 4.09 -2.88
C -1.55 1.32 -3.27
C -2.45 3.19 -0.93
H 0.75 5.63 1.17
H -0.36 5.09 -0.08
H 1.38 5.09 -0.38
H -0.45 3.24 3.31
H -1.00 1.85 2.37
H -1.61 3.45 2.00
H 2.30 4.11 2.73
H 3.23 3.14 1.58
H 2.32 2.36 2.90
H 4.30 1.81 -0.06
H 4.97 1.47 -1.65
H 4.30 0.16 -0.72
H 2.84 4.11 -1.94
H 2.14 3.50 -3.45
H 3.84 3.25 -3.10
H 2.35 -0.68 -2.95
H 3.37 0.43 -3.88
H 1.61 0.54 -3.96
H 0.57 4.52 -2.48
H -1.12 4.86 -2.83
H -0.18 3.86 -3.94
H -0.69 0.94 -3.83
H -2.19 1.85 -3.99
H -2.12 0.46 -2.91
H -2.34 4.27 -0.76
H -2.58 2.71 0.04
H -3.38 3.06 -1.49
F -1.39 -2.59 0.61
```